ORCA calculation (ωB97M-V/def2-TZVPD) on an isolated molecule of C24H28FN3O4.

Results
ΔE to the lowest compared entry with this formula, charge and spin = 0.000 eV
SMILES string = CN(C)C(=O)CCC(=O)N1CCCC[C@H]1C(=O)Nc1ccc(Oc2ccccc2F)cc1
E = -1496.50097 hartree
Orbital gap = 8.130 eV
Net charge = 0

Positions of all 60 atoms, in Å:
1 C -3.70 -3.57 1.25
2 N -2.58 -2.87 0.66
3 C -1.32 -3.01 1.36
4 C -2.61 -2.23 -0.53
5 O -1.62 -1.68 -0.98
6 C -3.94 -2.16 -1.26
7 C -4.67 -0.86 -0.89
8 C -3.85 0.33 -1.38
9 O -3.95 0.69 -2.54
10 N -3.00 0.93 -0.52
11 C -2.87 0.72 0.90
12 C -3.54 1.86 1.67
13 C -2.88 3.18 1.27
14 C -2.94 3.36 -0.24
15 C -2.34 2.15 -0.96
16 C -0.81 2.12 -0.79
17 O -0.19 3.12 -0.49
18 N -0.27 0.90 -1.04
19 C 1.09 0.55 -1.04
20 C 2.11 1.46 -0.80
21 C 3.43 1.05 -0.81
22 C 3.74 -0.29 -1.05
23 O 5.04 -0.75 -1.14
24 C 6.00 -0.27 -0.32
25 C 5.77 0.21 0.97
26 C 6.83 0.63 1.76
27 C 8.13 0.58 1.30
28 C 8.38 0.09 0.02
29 C 7.33 -0.32 -0.76
30 F 7.58 -0.80 -2.00
31 C 2.72 -1.20 -1.31
32 C 1.41 -0.78 -1.30
33 H -3.49 -3.73 2.31
34 H -4.62 -3.00 1.17
35 H -3.85 -4.55 0.79
36 H -0.55 -2.48 0.78
37 H -1.04 -4.06 1.45
38 H -1.39 -2.56 2.35
39 H -3.71 -2.12 -2.33
40 H -4.57 -3.03 -1.07
41 H -4.90 -0.82 0.17
42 H -5.61 -0.83 -1.45
43 H -3.30 -0.24 1.19
44 H -1.80 0.69 1.15
45 H -3.44 1.69 2.74
46 H -4.60 1.89 1.42
47 H -3.38 4.01 1.77
48 H -1.83 3.18 1.58
49 H -2.38 4.25 -0.54
50 H -3.98 3.48 -0.56
51 H -2.53 2.24 -2.04
52 H -0.89 0.13 -1.25
53 H 1.88 2.50 -0.61
54 H 4.22 1.76 -0.65
55 H 4.76 0.24 1.35
56 H 6.62 1.00 2.76
57 H 8.94 0.91 1.92
58 H 9.38 0.03 -0.37
59 H 2.98 -2.22 -1.51
60 H 0.62 -1.48 -1.50


ORCA calculation (ωB97M-V/def2-TZVPD) on an isolated molecule of C5H7N3O2S in a non-equilibrium geometry.

Results
ΔE to the lowest compared entry with this formula, charge and spin = 4.023 eV
SMILES string = C[S@](=N)(=O)c1nccc(=O)[nH]1
E = -907.55430 hartree
Orbital gap = 10.075 eV
Net charge = 0

Positions of all 18 atoms, in Å:
1 C 1.19 -2.24 -0.95
2 S 1.54 -1.02 0.34
3 N 2.59 0.01 -0.14
4 O 1.80 -1.86 1.51
5 C -0.36 0.00 0.35
6 N -1.46 -0.48 0.69
7 C -2.45 0.41 0.54
8 C -2.24 1.72 0.41
9 C -0.97 2.31 0.00
10 O -0.71 3.44 -0.24
11 N -0.04 1.23 -0.02
12 H 1.45 -3.26 -0.71
13 H 0.15 -2.05 -1.24
14 H 1.68 -1.93 -1.83
15 H 3.44 -0.18 0.51
16 H -3.57 0.13 0.67
17 H -3.06 2.37 0.32
18 H 1.01 1.40 -0.19